(1)
ORCA calculation (ωB97M-V/def2-TZVPD) on 15 unconnected molecules or ions with the total composition C36H80N8O30 in a non-equilibrium geometry.

Last column: Löwdin charge in e.
Positions of all 154 atoms, in Å:
1 C -5.084 3.043 -1.691  0.056
2 N -6.258 2.135 -1.942  -0.397
3 O -7.323 2.573 -2.339  0.079
4 O -6.058 0.956 -1.718  0.033
5 H -4.181 2.706 -2.195  0.081
6 H -4.940 3.104 -0.615  0.104
7 H -5.286 4.023 -2.120  0.097
8 C -2.051 0.651 -5.072  0.053
9 N -2.285 0.678 -3.608  -0.407
10 O -3.381 0.314 -3.240  0.021
11 O -1.359 0.940 -2.848  0.066
12 H -1.507 -0.223 -5.421  0.099
13 H -1.439 1.533 -5.260  0.107
14 H -3.020 0.767 -5.548  0.075
15 C -8.356 -2.197 -7.624  0.047
16 N -8.351 -0.760 -7.289  -0.426
17 O -7.275 -0.215 -7.137  0.067
18 O -9.430 -0.194 -7.198  0.069
19 H -9.328 -2.668 -7.503  0.099
20 H -7.640 -2.729 -7.000  0.087
21 H -8.031 -2.263 -8.662  0.106
22 C -3.021 -5.547 -2.210  0.052
23 N -2.087 -5.215 -3.332  -0.407
24 O -1.624 -4.084 -3.273  0.062
25 O -1.863 -6.081 -4.160  0.063
26 H -3.122 -6.629 -2.197  0.103
27 H -3.937 -5.016 -2.459  0.064
28 H -2.623 -5.169 -1.272  0.095
29 C -3.310 -1.156 -0.303  0.052
30 N -4.220 -2.187 0.210  -0.408
31 O -4.211 -3.335 -0.278  0.016
32 O -4.944 -1.926 1.143  0.076
33 H -2.688 -1.671 -1.030  0.095
34 H -2.681 -0.716 0.468  0.110
35 H -3.965 -0.389 -0.715  0.084
36 C 0.285 -4.597 -6.090  0.029
37 N 1.642 -4.731 -6.654  -0.432
38 O 1.888 -4.050 -7.626  0.055
39 O 2.415 -5.496 -6.100  0.063
40 H 0.445 -4.359 -5.041  0.092
41 H -0.248 -5.534 -6.222  0.092
42 H -0.202 -3.774 -6.603  0.070
43 C -7.246 -7.235 -10.030  0.056
44 N -5.987 -6.438 -10.044  -0.422
45 O -5.225 -6.566 -10.972  0.078
46 O -5.827 -5.706 -9.077  0.032
47 H -7.253 -7.926 -10.867  0.101
48 H -8.053 -6.505 -10.058  0.102
49 H -7.308 -7.751 -9.073  0.077
50 C -8.733 0.415 -4.099  0.053
51 N -9.273 1.753 -4.517  -0.438
52 O -10.278 2.149 -3.973  0.061
53 O -8.644 2.434 -5.299  0.059
54 H -8.753 0.490 -3.015  0.075
55 H -7.773 0.235 -4.574  0.071
56 H -9.485 -0.208 -4.584  0.098
57 O -10.740 2.025 0.693  0.095
58 C -10.902 1.364 -0.308  -0.484
59 O -10.143 0.278 -0.709  -0.028
60 C -9.047 -0.082 0.128  -0.245
61 C -8.309 -1.288 -0.405  -0.065
62 C -12.106 1.634 -1.209  0.013
63 H -9.414 -0.265 1.139  0.124
64 H -8.314 0.725 0.201  0.115
65 H -9.053 -2.031 -0.696  0.082
66 H -7.616 -1.707 0.324  0.070
67 H -7.709 -1.028 -1.277  0.046
68 H -12.339 0.850 -1.930  0.079
69 H -11.819 2.443 -1.884  0.073
70 H -12.971 1.892 -0.605  0.084
71 O -6.236 3.137 -9.443  0.110
72 C -5.835 3.985 -8.698  -0.575
73 O -5.499 3.840 -7.434  0.011
74 C -5.570 2.595 -6.749  -0.206
75 C -5.060 2.668 -5.309  -0.061
76 C -5.691 5.417 -9.143  0.017
77 H -4.920 1.886 -7.266  0.124
78 H -6.584 2.200 -6.724  0.093
79 H -4.067 3.123 -5.290  0.080
80 H -4.936 1.657 -4.921  0.053
81 H -5.729 3.233 -4.661  0.068
82 H -5.135 6.015 -8.425  0.082
83 H -6.704 5.825 -9.188  0.090
84 H -5.371 5.438 -10.182  0.087
85 O -6.267 -9.580 -7.642  0.080
86 C -5.391 -9.928 -6.885  -0.520
87 O -4.053 -9.705 -7.058  0.001
88 C -3.603 -9.189 -8.303  -0.216
89 C -3.245 -7.711 -8.200  -0.056
90 C -5.703 -10.572 -5.581  0.022
91 H -4.336 -9.333 -9.097  0.113
92 H -2.696 -9.682 -8.655  0.123
93 H -2.375 -7.560 -7.555  0.080
94 H -4.051 -7.216 -7.655  0.047
95 H -2.954 -7.178 -9.103  0.069
96 H -6.078 -11.570 -5.818  0.097
97 H -6.515 -10.033 -5.098  0.083
98 H -4.834 -10.728 -4.946  0.090
99 O -0.477 -4.912 -9.049  0.082
100 C -0.271 -4.792 -10.232  -0.533
101 O -1.171 -4.595 -11.175  0.014
102 C -2.576 -4.547 -10.951  -0.220
103 C -3.341 -3.977 -12.168  -0.051
104 C 1.121 -4.796 -10.820  0.030
105 H -2.919 -3.961 -10.096  0.111
106 H -2.945 -5.550 -10.732  0.088
107 H -3.297 -4.663 -13.013  0.077
108 H -2.895 -3.016 -12.423  0.077
109 H -4.380 -3.839 -11.875  0.070
110 H 1.483 -3.795 -11.062  0.072
111 H 1.184 -5.476 -11.669  0.088
112 H 1.897 -5.111 -10.122  0.081
113 O -3.238 -2.089 -6.160  0.078
114 C -3.686 -3.208 -5.919  -0.504
115 O -4.396 -3.482 -4.837  -0.023
116 C -4.503 -2.636 -3.726  -0.209
117 C -5.646 -1.637 -4.062  -0.042
118 C -3.446 -4.365 -6.834  0.038
119 H -3.600 -2.047 -3.554  0.098
120 H -4.621 -3.176 -2.788  0.088
121 H -6.517 -2.144 -4.477  0.066
122 H -5.195 -0.950 -4.778  0.063
123 H -5.967 -1.082 -3.180  0.054
124 H -3.144 -5.208 -6.210  0.071
125 H -2.735 -4.190 -7.637  0.072
126 H -4.406 -4.630 -7.283  0.074
127 O 0.817 -0.010 -7.962  0.081
128 C 0.500 -0.933 -8.689  -0.550
129 O 1.278 -1.386 -9.677  -0.032
130 C 2.699 -1.012 -9.660  -0.174
131 C 3.269 -1.262 -11.059  -0.061
132 C -0.836 -1.559 -8.645  0.028
133 H 3.138 -1.573 -8.837  0.124
134 H 2.665 0.058 -9.454  0.113
135 H 4.243 -0.786 -11.173  0.075
136 H 2.615 -0.877 -11.839  0.081
137 H 3.440 -2.332 -11.179  0.065
138 H -1.477 -0.854 -8.118  0.082
139 H -0.772 -2.478 -8.065  0.059
140 H -1.287 -1.719 -9.623  0.095
141 O -7.646 -4.006 -2.734  0.096
142 C -7.084 -5.059 -2.523  -0.554
143 O -6.643 -5.904 -3.457  -0.002
144 C -6.972 -5.652 -4.821  -0.221
145 C -6.439 -6.731 -5.699  -0.046
146 C -6.801 -5.523 -1.143  0.025
147 H -6.612 -4.637 -4.998  0.101
148 H -8.058 -5.570 -4.913  0.131
149 H -6.735 -7.694 -5.280  0.074
150 H -5.353 -6.743 -5.806  0.073
151 H -6.846 -6.703 -6.709  0.071
152 H -7.005 -4.734 -0.426  0.090
153 H -5.798 -5.928 -1.011  0.078
154 H -7.450 -6.389 -0.993  0.098

Results
Frontier orbital gap   9.58 eV
HOMO energy   -9.954 eV
Lowest unoccupied orbital energy   -0.37 eV

(2)
ORCA calculation (ωB97M-V/def2-TZVPD) on C2H2O3 in the gas phase in a non-equilibrium geometry.

Last column: Löwdin charge in e.
Positions of all 7 atoms, in Å:
1 O 0.540 -0.241 2.119  0.200
2 C 0.300 0.258 1.098  -0.464
3 O -0.029 1.356 0.414  0.175
4 C -0.243 0.049 -0.196  -0.181
5 O 0.631 -0.583 -1.205  0.024
6 H -1.276 -0.226 -0.227  0.154
7 H 0.076 -0.613 -2.003  0.092

Results
Frontier orbital gap   10.81 eV
HOMO energy   -10.419 eV
SMILES string   O=C1O[C@H]1O
Energy above the lowest of the compared OMol25 structures with the same formula, charge and spin   46.5 kcal/mol
Lowest unoccupied orbital energy   0.39 eV

(3)
ORCA calculation (ωB97M-V/def2-TZVPD) on a gas-phase ion, C6H12N3O2 (charge +1) in a non-equilibrium geometry.

Last column: Löwdin charge in e.
Positions of all 23 atoms, in Å:
1 H 0.318 0.301 -2.073  0.088
2 N -0.061 -0.624 -1.813  0.188
3 C -0.983 -0.940 -1.046  -0.206
4 C -1.998 -0.120 -0.402  -0.238
5 C -2.150 -0.607 1.149  0.035
6 O -1.788 1.303 -0.416  0.074
7 N -0.595 1.652 0.106  -0.234
8 O -0.515 2.727 0.583  0.198
9 C 0.472 1.026 -0.329  -0.036
10 N 1.489 0.460 0.092  -0.133
11 C 1.383 -0.441 1.145  -0.007
12 C 2.621 0.415 -0.851  0.064
13 H -1.176 -1.944 -0.862  0.122
14 H -3.030 -0.267 -0.890  0.201
15 H -3.041 -1.206 1.283  0.095
16 H -1.305 -1.054 1.532  0.035
17 H -2.415 0.281 1.632  0.071
18 H 2.385 -0.764 1.442  0.125
19 H 0.913 -0.133 2.030  0.107
20 H 1.045 -1.413 0.841  0.111
21 H 2.268 0.932 -1.787  0.131
22 H 3.416 0.981 -0.310  0.142
23 H 2.743 -0.565 -1.053  0.068

Results
Frontier orbital gap (alpha / beta)   8.94 / 8.94 eV
HOMO energy (alpha / beta)   -13.716 / -13.716 eV
SMILES string   [H]/N=C\[C@@H](C)O[N+]([O-])=C=[N+](C)C
Energy above the lowest of the compared OMol25 structures with the same formula, charge and spin   225.9 kcal/mol
Charge   +1
Lowest unoccupied orbital energy (alpha / beta)   -4.78 / -4.78 eV

(4)
ORCA calculation (ωB97M-V/def2-TZVPD) on 5 unconnected molecules or ions with the total composition C16H10Cl16NO3 in a non-equilibrium geometry.

Last column: Löwdin charge in e.
Positions of all 46 atoms, in Å:
1 C 2.060 2.529 1.775  -0.032
2 C 1.292 1.774 1.211  -0.223
3 C 0.374 1.048 0.427  -0.245
4 C 0.302 1.737 -0.980  -0.070
5 C -1.087 2.025 -1.492  -0.427
6 O -1.282 2.385 -2.614  0.081
7 O -2.186 1.834 -0.641  0.085
8 C -2.540 0.532 -0.547  -0.533
9 C -3.135 0.184 0.789  -0.017
10 O -2.381 -0.268 -1.429  0.074
11 C 0.918 -0.354 0.210  -0.231
12 C 2.256 -0.586 -0.141  -0.026
13 C 2.680 -1.887 -0.369  -0.074
14 C 1.752 -2.915 -0.241  -0.198
15 N 0.487 -2.757 0.125  0.018
16 C 0.113 -1.483 0.342  -0.241
17 H 2.862 3.062 2.225  -0.100
18 H 0.758 1.073 -1.718  0.095
19 H 0.901 2.646 -0.934  0.122
20 H -3.180 -0.896 0.873  0.062
21 H -4.114 0.638 0.919  0.058
22 H -2.439 0.556 1.541  0.089
23 H 2.942 0.249 -0.228  0.114
24 H 3.710 -2.072 -0.643  0.091
25 H 2.085 -3.930 -0.450  0.092
26 H -0.915 -1.317 0.636  0.074
27 C 0.031 0.287 -5.395  -2.043
28 Cl 1.624 0.438 -4.640  0.522
29 Cl -0.447 1.852 -6.067  0.517
30 Cl 0.121 -0.907 -6.709  0.489
31 Cl -1.141 -0.229 -4.197  0.602
32 C 6.029 4.541 0.809  -2.031
33 Cl 5.519 6.215 0.549  0.507
34 Cl 4.608 3.525 1.098  0.591
35 Cl 6.896 3.966 -0.625  0.501
36 Cl 7.113 4.474 2.211  0.498
37 C -6.595 -2.386 0.476  -2.054
38 Cl -5.667 -3.888 0.439  0.527
39 Cl -6.432 -1.555 -1.072  0.536
40 Cl -8.302 -2.753 0.776  0.504
41 Cl -5.979 -1.349 1.764  0.550
42 C 0.230 -3.035 4.467  -2.026
43 Cl 1.268 -4.473 4.479  0.501
44 Cl 0.414 -2.184 2.937  0.669
45 Cl -1.458 -3.538 4.668  0.500
46 Cl 0.685 -1.980 5.819  0.501

Results
Frontier orbital gap   5.18 eV
HOMO energy   -3.306 eV
Charge   -1
Lowest unoccupied orbital energy   1.87 eV

no.,DFT total energy (eV)
1,-111954.8521
2,-8246.5817
3,-14966.6313
4,-224742.5994